1.
26
Properties=species:S:1:pos:R:3:forces:R:3 method="wB97M-V/def2-TZVPD" homo_lumo_gap_ev=9.28 smiles=CC(C)([O-])[NH2+]C[C@@](C)(N)O total_charge=0
O -2.2691 0.0867 -1.9525 0.14 0.02 0.09
O 2.3194 -1.8742 0.8995 -0.20 0.16 0.06
N -0.9079 -0.6911 -0.4146 0.01 0.25 -0.12
N 0.4421 -1.4168 2.2087 0.10 0.02 -0.13
C -1.8062 1.7273 -0.2315 0.03 -0.11 -0.07
C -1.2983 0.6825 -1.2246 0.09 -0.24 0.17
C 1.5911 0.4297 1.1373 -0.02 -0.16 -0.01
C -0.1017 1.1710 -2.0338 -0.10 -0.09 0.06
C 1.1715 -1.0334 1.0097 0.00 -0.04 -0.03
C 0.4122 -1.3272 -0.3013 -0.07 0.10 0.10
H 0.2753 -2.4094 -0.3546 0.02 0.01 0.01
H -1.0251 2.1270 0.4192 -0.01 -0.01 -0.04
H 2.2401 0.6961 0.3051 0.00 -0.01 0.00
H -1.7193 -0.9562 -1.2659 0.02 0.09 0.02
H -2.2305 2.5524 -0.8052 0.02 -0.03 0.00
H 0.7312 1.5176 -1.4196 -0.02 0.00 0.02
H -0.1696 -0.7008 2.5749 0.03 0.00 -0.04
H -2.6116 1.3052 0.3729 0.02 -0.01 -0.02
H -1.3836 -0.6893 0.4859 0.02 0.03 -0.03
H -0.4514 2.0034 -2.6463 0.00 -0.02 0.03
H 2.7088 -1.9274 1.7818 -0.04 0.02 -0.05
H 0.2367 0.3896 -2.7141 -0.01 0.00 0.01
H 1.0231 -1.0366 -1.1529 0.02 0.02 -0.01
H 2.1414 0.5722 2.0687 -0.02 -0.02 -0.01
H -0.0488 -2.2974 2.1146 0.00 0.04 -0.02
H 0.7303 1.0991 1.1383 -0.02 -0.02 0.00

---

2.
28
Properties=species:S:1:pos:R:3:forces:R:3 method="wB97M-V/def2-TZVPD" homo_lumo_gap_ev=8.24 total_charge=+1
S -0.9865 2.3616 1.3943 0.74 -1.92 -1.96
S 3.1453 1.1388 0.2881 1.23 0.03 0.02
P -0.5404 1.0569 -0.0297 -1.11 1.24 1.62
O -3.9031 -0.7616 0.3368 -0.99 0.18 1.13
N 0.6841 0.0902 -0.1860 -3.33 2.06 -1.09
N 2.2872 -1.3753 0.2763 -0.31 2.39 -0.42
C 2.3564 2.7282 -0.0437 -0.45 -0.27 -0.40
C 1.9228 -0.0418 0.0718 2.24 -3.57 1.62
C -4.8201 0.3739 0.2720 3.91 0.46 1.46
C 3.6578 -1.7461 0.5022 2.06 -1.32 -1.53
C 1.2676 -2.3716 0.0455 -1.64 -1.47 -1.90
C -1.7285 0.7094 -1.3624 1.25 1.88 0.34
H -4.0181 -1.0682 1.2605 0.41 -0.11 -0.88
H 1.6614 2.8280 0.8366 1.01 1.04 -0.97
H 3.1983 3.5048 -0.2936 -1.88 -1.47 0.87
H -2.4933 1.5459 -1.4203 1.49 -0.70 -0.68
H -5.7009 0.2085 0.7770 -2.08 -0.56 0.95
H -1.0599 0.3109 -2.1430 -0.72 0.94 -0.49
H -4.2818 1.2280 0.7649 -0.68 -0.38 -0.44
H 1.7287 2.5132 -0.9415 0.49 0.75 0.43
H 1.5113 -3.4291 0.2016 1.02 0.57 0.24
H 4.0033 -1.8422 1.5376 -0.64 0.11 0.06
H -4.9558 0.5921 -0.7249 -0.56 0.45 -2.18
H 0.3779 -2.2636 0.6294 -0.32 0.59 0.87
H 4.3899 -1.0080 0.0208 -1.16 -1.11 0.39
H -2.2987 -0.0993 -1.0715 -1.23 -2.09 1.10
H 3.7973 -2.7811 0.0073 0.02 1.73 0.76
H 0.7979 -2.4027 -1.0061 1.21 0.57 1.08

---

3.
25
Properties=species:S:1:pos:R:3:forces:R:3 method="wB97M-V/def2-TZVPD" homo_lumo_gap_ev="6.88 / 8.49" total_charge=+1
P -2.6732 -0.8327 -1.0615 -1.61 3.23 -0.86
N 0.7464 -0.8402 -0.5433 -1.78 0.28 -1.67
N -1.8228 1.3309 0.6042 3.87 -3.92 -1.07
C 0.6181 -1.9941 1.6440 1.50 3.23 1.57
C 1.3907 -1.1014 0.6148 3.27 0.10 3.48
C -3.0340 1.9666 0.7593 -3.34 3.62 1.17
C 1.5122 -0.1142 -1.5075 0.78 -0.19 -0.04
C -1.5561 0.3172 -0.1594 -0.45 -0.08 0.65
C 2.7299 0.7344 -0.9984 -3.73 1.57 0.89
H -2.7938 3.0052 1.0204 0.08 0.22 -0.74
H 3.0559 1.1790 -1.8964 1.24 0.74 -0.57
H 0.8250 0.4477 -2.1555 0.23 0.10 0.25
H 2.4581 1.5328 -0.1903 -0.15 -0.87 -1.84
H -2.1598 -0.3142 -2.3247 -0.43 -0.32 0.60
H -0.2244 -2.2421 1.1250 -2.42 -1.37 -0.99
H -3.6124 1.9995 -0.2064 0.40 -0.36 1.33
H 0.3058 -1.4271 2.6068 0.55 -0.70 -1.68
H 1.6873 -0.0770 1.1171 -0.20 -1.64 -0.67
H -3.6445 1.8298 1.7167 0.71 -1.24 -1.44
H -0.9523 1.5202 1.1279 -0.92 0.95 0.14
H 2.4687 -1.5871 0.3762 -2.07 0.93 0.42
H 1.2101 -2.8093 1.9741 0.31 -0.93 0.07
H 3.3877 0.2038 -0.4114 2.01 -1.59 0.33
H -1.8134 -1.8034 -1.0312 2.23 -2.38 0.11
H 1.8907 -0.9245 -2.2005 -0.07 0.61 0.54

---

ΔE to the lowest compared entry with this formula, charge and spin for the records above, in order: 2.752, 1.872, 5.018 eV
Total energy for the records above, in order: -13555.39939, -42460.54044, -18737.29374 eV